1.
Molecular formula: C42H62N10O14
Method: DFT, ωB97M-V with the def2-TZVPD basis set

Results
structure (SMILES): O=[N+]([O-])c1ccccc1.O=[N+]([O-])c1ccccc1.O=[N+]([O-])c1ccccc1.O=[N+]([O-])c1ccccc1.CN(C)C=O.CN(C)C=O.CN(C)C=O.CN(C)C=O.CN(C)C=O.CN(C)C=O
molar mass: 931.014 g mol⁻¹
orbital gap: 8.22 eV
relative energy (zero: lowest compared OMol25 entry of this formula, charge and spin): 348.3 kJ/mol

Atoms and positions in Å:
O 23.14319 0.31066 21.02792
N 23.68114 1.01654 21.85709
O 23.16885 2.01759 22.36486
C 25.02626 0.60990 22.35898
C 25.68342 1.27640 23.41359
C 27.01754 0.98221 23.72485
C 27.54842 -0.10885 23.05586
C 26.97571 -0.77207 21.91706
C 25.64389 -0.44622 21.68688
H 25.04992 1.88523 24.04160
H 27.58454 1.27939 24.59467
H 28.58429 -0.32203 23.27477
H 27.59713 -1.37771 21.27408
H 24.98847 -0.95930 20.99871
O 24.78364 6.63357 30.58103
N 25.50536 5.67419 30.39502
O 26.68671 5.73008 29.96104
C 24.89132 4.41862 30.74410
C 25.43863 3.19173 30.32870
C 24.91826 1.92882 30.63988
C 23.81637 1.86628 31.48427
C 23.28627 3.03824 31.96994
C 23.75869 4.30480 31.56685
H 26.40212 3.22442 29.84185
H 25.32699 0.97301 30.34704
H 23.38310 0.90434 31.71526
H 22.32015 2.80839 32.39443
H 23.26039 5.25224 31.70981
O 18.55275 12.92069 28.75401
N 19.19208 13.30769 27.80363
O 19.84246 14.37506 27.81718
C 19.04715 12.64580 26.49685
C 19.59512 13.10033 25.25625
C 19.33227 12.35183 24.05477
C 18.66998 11.11564 24.05720
C 18.27034 10.62258 25.29457
C 18.40315 11.45536 26.43136
H 20.13416 14.02803 25.13291
H 19.76518 12.61928 23.10217
H 18.50606 10.64910 23.09706
H 17.86692 9.62147 25.33252
H 17.92708 11.06357 27.31807
O 22.62169 11.79030 27.32700
N 23.59620 11.23445 26.94450
O 24.66779 11.18828 27.49777
C 23.45088 10.28373 25.84435
C 24.36468 9.20960 25.73105
C 24.18958 8.29727 24.65432
C 23.08759 8.40655 23.76276
C 22.13058 9.41044 23.86438
C 22.31123 10.28402 24.96282
H 25.18708 9.07718 26.41844
H 24.93944 7.53645 24.49537
H 23.03767 7.72918 22.92307
H 21.29480 9.50902 23.18751
H 21.45136 10.92849 25.07082
C 27.15581 6.40825 19.83229
N 25.97788 5.65284 19.60833
C 25.41580 4.70598 20.58342
C 25.38603 5.82882 18.35600
O 24.25807 5.37196 18.05122
H 27.41657 6.52860 20.88377
H 27.03488 7.47037 19.61928
H 28.00430 5.97310 19.30428
H 24.80052 4.01899 20.00241
H 26.20365 4.06646 20.98143
H 24.76862 5.05083 21.38985
H 26.03550 6.49283 17.76482
C 15.40956 6.54303 26.30870
N 16.50394 6.79299 25.43231
C 17.87373 6.55701 25.89190
C 16.18974 7.01837 24.11772
O 17.09197 7.27536 23.29201
H 15.51794 7.20902 27.16474
H 15.51316 5.50678 26.63047
H 14.45866 6.70018 25.79958
H 18.54558 6.58117 25.03392
H 18.15894 7.28820 26.64828
H 17.85876 5.61345 26.43740
H 15.10735 7.19473 24.02005
C 21.59248 4.34453 20.59888
N 20.34860 4.88643 21.10942
C 19.24131 3.89610 20.95113
C 20.02288 6.20038 21.28518
O 20.81918 7.10331 21.04316
H 21.85920 3.47471 21.19919
H 22.40212 5.07353 20.56503
H 21.45178 4.28577 19.51960
H 18.33999 4.44267 20.67365
H 19.31594 3.12252 20.18687
H 19.20476 3.28278 21.85147
H 18.98609 6.43471 21.57215
C 22.10946 1.48513 27.24932
N 21.41852 0.74964 28.33465
C 20.90952 1.55935 29.46585
C 21.37570 -0.61181 28.48765
O 21.18502 -1.20735 29.56819
H 23.19438 1.38652 27.21311
H 21.80597 2.50135 26.99773
H 21.80958 0.95965 26.34265
H 20.46681 1.10711 30.35331
H 21.66746 2.13997 29.99169
H 20.20809 2.29932 29.08045
H 21.88487 -1.10411 27.64469
C 21.40373 5.17841 24.30549
N 22.46451 5.40780 25.25713
C 22.00233 5.82072 26.55915
C 23.71458 4.87779 25.04918
O 24.48928 4.71572 25.98522
H 21.60586 4.62645 23.38757
H 20.72618 5.98196 24.01682
H 20.77138 4.41619 24.76074
H 21.56561 6.81461 26.65688
H 21.17905 5.14418 26.78850
H 22.73253 5.77646 27.36721
H 23.89840 4.85077 23.96396
C 28.33582 4.69862 27.23817
N 28.09910 3.34855 27.54779
C 29.02006 2.77448 28.67640
C 27.00806 2.75789 27.00935
O 26.75414 1.62493 27.40762
H 28.45179 5.25079 28.17078
H 27.59060 5.11899 26.56287
H 29.25734 4.78235 26.66206
H 30.00580 2.57550 28.25590
H 29.33232 3.53230 29.39495
H 28.60389 1.86430 29.10821
H 26.55682 3.37201 26.21472

Cartesian forces (eV/Å) of the 2 atoms listed first:
O 0.19 0.50 0.19
N -0.25 -0.04 1.30

2.
Molecular formula: C8H31BO9
Method: DFT, ωB97M-V with the def2-TZVPD basis set

Results
molar mass: 282.139 g mol⁻¹
orbital gap: 8.48 eV
relative energy (zero: lowest compared OMol25 entry of this formula, charge and spin): 282.2 kJ/mol

Atoms and positions in Å:
O -0.34935 13.64991 20.21406
H 0.58293 13.70952 20.43518
H -0.71354 14.38386 19.71379
H -0.62606 12.79888 19.86652
B 1.96959 13.21318 21.51327
H 1.72679 14.24585 21.31606
H 1.17418 12.67012 21.99973
H 2.21385 12.79873 20.54745
H 2.89018 13.05903 22.05457
C -2.41581 11.15772 17.01980
C -1.30121 12.23877 17.14818
O -0.24309 11.93260 18.15868
O -3.19450 10.85166 18.13886
H -1.92909 10.22943 16.72067
H -3.13993 11.58093 16.32362
H -1.66256 13.22148 17.45120
H -0.74585 12.29902 16.21221
H -0.32057 10.99194 18.33405
H -3.76612 11.61084 18.27490
C -2.17530 11.70666 23.51872
C -1.35447 10.85722 24.56399
O -0.60451 9.76554 24.02706
O -1.27598 12.48544 22.76938
H -2.84849 12.29381 24.14338
H -2.90730 11.28585 22.82938
H -1.99401 10.33453 25.27527
H -0.71037 11.43154 25.22986
H 0.29199 10.06664 23.86208
H -1.02218 13.18885 23.37136
C 1.09627 16.65730 18.93378
C -0.11052 16.52062 18.01479
O -0.88862 15.41582 18.26733
O 1.91099 15.44359 18.86757
H 0.67166 16.87618 19.91352
H 1.84858 17.40065 18.67004
H 0.31971 16.54400 17.01356
H -0.72216 17.42206 18.05234
H -1.67218 15.59417 17.74215
H 2.39011 15.41587 19.69900
C -3.56273 13.70239 20.03692
C -4.31774 14.00875 21.34081
O -5.49461 14.67124 20.97583
O -4.47952 13.11768 19.06661
H -2.59511 13.20087 20.01965
H -3.47746 14.69013 19.58394
H -3.70755 14.55018 22.06373
H -4.70142 13.17863 21.93392
H -6.15204 14.70952 21.67434
H -5.36135 13.36819 19.35162

Cartesian forces (eV/Å) of the 2 atoms listed first:
O -2.66 0.29 0.69
H 2.83 -0.12 0.90

3.
Molecular formula: C3H9NO3
Method: DFT, ωB97M-V with the def2-TZVPD basis set

Results
structure (SMILES): [O-][C@@H]1C[N@H+]1CO.O
molar mass: 107.109 g mol⁻¹
orbital gap: 9.21 eV
relative energy (zero: lowest compared OMol25 entry of this formula, charge and spin): 649.7 kJ/mol

Atoms and positions in Å:
O 0.60895 -0.90901 1.44458
C 0.57721 -0.41585 0.26720
C -0.69742 0.41698 0.00466
N -0.45527 -0.48120 -1.23220
C 0.67053 -0.17247 -2.29373
O 1.05279 1.13773 -2.28453
H 1.51862 0.13370 -0.12831
H -0.49277 1.43445 0.11342
H -1.32855 0.06305 0.87078
H -1.46856 -0.83406 -1.42035
H 1.57086 -0.87092 -2.17484
H 0.26947 -0.31127 -3.44883
H 0.23012 1.31407 -1.71618
O -1.41820 0.26137 3.61083
H -0.75820 0.27677 2.93080
H -1.60429 -0.73002 3.56308

Cartesian forces (eV/Å) of the 2 atoms listed first:
O 0.65 -1.02 -3.00
C -0.01 4.03 6.33

4.
Molecular formula: C4H4N2
Method: DFT, ωB97M-V with the def2-TZVPD basis set

Results
structure (SMILES): c1cncnc1
molar mass: 80.090 g mol⁻¹
orbital gap: 10.57 eV
relative energy (zero: lowest compared OMol25 entry of this formula, charge and spin): 77.8 kJ/mol

Atoms and positions in Å:
C 0.39452 -0.62794 0.85477
C -0.29686 -1.15217 -0.21780
N -0.64842 -0.39281 -1.22284
C -0.47325 0.91758 -1.11908
N 0.16677 1.57069 -0.12905
C 0.64305 0.74432 0.83044
H 0.71240 -1.28341 1.65318
H -0.64127 -2.16990 -0.34173
H -1.10999 1.13404 -1.98092
H 1.22329 1.16532 1.65845

Cartesian forces (eV/Å) of the 2 atoms listed first:
C 0.02 0.02 0.02
C 0.16 -0.37 0.12

The lowest molar mass belongs to which entry? C4H4N2

Repeat the second record exactly.
Molecular formula: C8H31BO9
Method: DFT, ωB97M-V with the def2-TZVPD basis set

Results
molar mass: 282.139 g mol⁻¹
orbital gap: 8.48 eV
relative energy (zero: lowest compared OMol25 entry of this formula, charge and spin): 282.2 kJ/mol

Atoms and positions in Å:
O -0.34935 13.64991 20.21406
H 0.58293 13.70952 20.43518
H -0.71354 14.38386 19.71379
H -0.62606 12.79888 19.86652
B 1.96959 13.21318 21.51327
H 1.72679 14.24585 21.31606
H 1.17418 12.67012 21.99973
H 2.21385 12.79873 20.54745
H 2.89018 13.05903 22.05457
C -2.41581 11.15772 17.01980
C -1.30121 12.23877 17.14818
O -0.24309 11.93260 18.15868
O -3.19450 10.85166 18.13886
H -1.92909 10.22943 16.72067
H -3.13993 11.58093 16.32362
H -1.66256 13.22148 17.45120
H -0.74585 12.29902 16.21221
H -0.32057 10.99194 18.33405
H -3.76612 11.61084 18.27490
C -2.17530 11.70666 23.51872
C -1.35447 10.85722 24.56399
O -0.60451 9.76554 24.02706
O -1.27598 12.48544 22.76938
H -2.84849 12.29381 24.14338
H -2.90730 11.28585 22.82938
H -1.99401 10.33453 25.27527
H -0.71037 11.43154 25.22986
H 0.29199 10.06664 23.86208
H -1.02218 13.18885 23.37136
C 1.09627 16.65730 18.93378
C -0.11052 16.52062 18.01479
O -0.88862 15.41582 18.26733
O 1.91099 15.44359 18.86757
H 0.67166 16.87618 19.91352
H 1.84858 17.40065 18.67004
H 0.31971 16.54400 17.01356
H -0.72216 17.42206 18.05234
H -1.67218 15.59417 17.74215
H 2.39011 15.41587 19.69900
C -3.56273 13.70239 20.03692
C -4.31774 14.00875 21.34081
O -5.49461 14.67124 20.97583
O -4.47952 13.11768 19.06661
H -2.59511 13.20087 20.01965
H -3.47746 14.69013 19.58394
H -3.70755 14.55018 22.06373
H -4.70142 13.17863 21.93392
H -6.15204 14.70952 21.67434
H -5.36135 13.36819 19.35162

Cartesian forces (eV/Å) of the 2 atoms listed first:
O -2.66 0.29 0.69
H 2.83 -0.12 0.90

Among the records above, which one has the highest relative energy (zero: lowest compared OMol25 entry of this formula, charge and spin)? C3H9NO3